Entry 1:
This record from the Open Molecules 2025 dataset describes a cluster of 6 separate species, C30H54F13O9PS2 in total in a non-equilibrium geometry. The level of theory is ωB97M-V/def2-TZVPD.

```
! RIJCOSX wB97M-V def2-TZVPD def2/J DEFGRID3
* xyz 0 1
C -4.02293 -2.22126 6.47098
O -3.71332 -2.74957 5.13320
C -3.45203 -1.68167 4.15517
C -4.85695 -0.94353 3.69661
C -6.01966 -2.01773 3.27951
C -6.97718 -1.59255 2.03243
F -6.08889 -1.45828 0.81754
F -7.88743 -2.75140 1.69913
C -7.79661 -0.18566 2.18380
F -6.95447 1.01927 2.38960
F -8.44412 0.03772 0.83343
C -9.09757 -0.27332 3.23241
F -10.17187 -0.92620 2.38428
F -8.89432 -1.23737 4.34102
C -9.72275 1.17177 3.64338
F -9.62519 2.22017 2.55886
F -11.21136 0.94750 3.79361
S -9.15121 1.94724 5.22575
F -8.51502 3.26457 4.26872
F -10.66789 2.81396 5.27828
F -9.86764 0.76799 6.24030
F -7.61136 1.21984 5.22667
F -8.68858 2.79945 6.63974
C -2.30867 -0.59343 4.60293
O -1.22047 -0.42416 3.58558
C -0.68098 0.92373 3.86829
P 1.13266 1.16767 3.30763
O 1.17703 2.46208 2.13632
O 1.92838 -0.29156 2.76955
S 2.13282 1.79356 4.88270
H -4.57420 -1.18918 6.48163
H -4.61658 -3.02766 7.11488
H -2.98292 -2.05813 7.01658
H -3.04073 -2.21793 3.17143
H -5.29341 -0.32069 4.61652
H -4.65514 -0.12694 2.85521
H -6.58015 -2.31812 4.27235
H -5.44590 -3.00838 2.93868
H -2.83465 0.47309 4.67190
H -1.75897 -0.83587 5.60942
H -1.37985 1.71464 3.34179
H -0.71060 1.05242 5.04043
H 2.07560 2.91313 2.18047
H 1.41354 -0.74488 2.03644
C 2.25821 -1.82957 -1.86229
C 3.56678 -2.53793 -1.62435
C 3.60102 -2.64173 -0.11515
O 2.23945 -2.73054 0.32686
C 1.38032 -2.41321 -0.77696
H 1.85268 -1.98079 -2.86586
H 2.38477 -0.75229 -1.70169
H 3.53159 -3.54035 -2.06707
H 4.43247 -2.01265 -2.03564
H 4.04071 -1.74543 0.33506
H 4.15868 -3.51621 0.23235
H 0.90531 -3.34302 -1.10842
H 0.60031 -1.72019 -0.44984
C 8.99578 -1.92813 -2.56504
C 8.57442 -3.05831 -3.46829
C 7.06931 -3.04365 -3.31309
O 6.69133 -1.68535 -3.04987
C 7.87644 -0.92972 -2.76390
H 9.98022 -1.51803 -2.80414
H 9.01021 -2.27097 -1.52361
H 8.84540 -2.82530 -4.50480
H 9.02101 -4.02080 -3.20619
H 6.75191 -3.65045 -2.45845
H 6.55215 -3.40300 -4.20744
H 8.07322 -0.27936 -3.62317
H 7.71091 -0.30350 -1.88292
C -6.32898 0.77265 -1.58166
C -7.53863 1.23037 -2.35495
C -6.99658 1.32449 -3.76455
O -5.96268 0.33710 -3.87961
C -5.65518 -0.15577 -2.56821
H -6.57170 0.28456 -0.63438
H -5.67797 1.62918 -1.36981
H -8.32155 0.46439 -2.30613
H -7.95952 2.17293 -1.99586
H -6.54514 2.30446 -3.95222
H -7.76464 1.14331 -4.52200
H -6.05444 -1.17301 -2.49171
H -4.57069 -0.19551 -2.43409
C 4.23445 6.98642 0.94647
C 5.31407 6.60534 1.92624
C 4.73503 5.36370 2.56864
O 3.91355 4.72797 1.57963
C 3.73629 5.63507 0.48283
H 4.58805 7.61505 0.12533
H 3.43211 7.52177 1.46798
H 6.23328 6.35194 1.38502
H 5.54854 7.39027 2.64972
H 4.09574 5.61822 3.42064
H 5.50787 4.66793 2.90786
H 4.32946 5.26123 -0.35886
H 2.68385 5.65450 0.18671
C 7.20599 -1.45864 -8.35015
C 8.39457 -2.08122 -9.03602
C 9.40696 -2.15177 -7.91364
O 8.66725 -2.31401 -6.69560
C 7.28018 -2.07213 -6.96907
H 6.25574 -1.65475 -8.85319
H 7.34218 -0.37260 -8.28454
H 8.13995 -3.09279 -9.37361
H 8.75240 -1.51288 -9.89827
H 9.97937 -1.22139 -7.83558
H 10.10739 -2.98346 -8.03256
H 6.76012 -3.03566 -6.93474
H 6.86019 -1.42118 -6.19734
*
```

Computed properties:
- Kohn-Sham gap: 5.77 eV
- HOMO: -0.3173 hartree
- DFT total energy: -4288.18653 Eh
- LUMO level: -2.86 eV

Entry 2:
This record from the Open Molecules 2025 dataset describes a cluster of 12 separate species, C30H55B7F28N10 in total in a non-equilibrium geometry. The level of theory is ωB97M-V/def2-TZVPD.

```
! RIJCOSX wB97M-V def2-TZVPD def2/J DEFGRID3
* xyz -1 2
C -8.61532 1.67848 4.07449
C -7.91586 1.70747 5.51416
N -6.46276 1.30923 5.66231
C -5.37133 1.44606 4.80851
C -4.11820 1.03476 5.38987
N -4.50383 0.56438 6.67897
C -5.89698 0.70684 6.76754
C -3.54415 0.38623 7.74407
H -9.69867 1.60099 4.16619
H -8.34147 0.80417 3.48397
H -8.36240 2.60574 3.56037
H -8.45757 1.01855 6.16226
H -7.99549 2.75169 5.81642
H -5.53835 1.78046 3.79526
H -3.09250 1.09357 5.05688
H -6.43268 0.61493 7.70080
H -3.89442 0.81463 8.68315
H -2.64347 0.84822 7.33979
H -3.39891 -0.69199 7.81090
C -2.77872 2.98616 -3.08173
C -4.25507 3.33848 -3.02233
N -4.73570 3.91530 -4.22094
C -4.48303 3.41185 -5.53985
C -4.91850 4.44878 -6.38670
N -5.41795 5.47118 -5.62542
C -5.36599 5.17241 -4.24741
C -6.06940 6.62780 -6.15431
H -2.37779 2.64531 -2.12718
H -2.10163 3.74236 -3.47900
H -2.62348 2.10400 -3.70286
H -4.48530 3.84815 -2.08674
H -4.83174 2.41776 -2.93389
H -4.00252 2.46388 -5.73184
H -4.74544 4.38751 -7.45098
H -5.87056 5.61905 -3.40342
H -6.98701 6.69030 -5.56935
H -6.11597 6.63125 -7.24331
H -5.50888 7.47286 -5.75455
C 5.66148 -1.72996 3.27428
C 6.71796 -0.86693 3.87273
N 7.89330 -0.78035 3.09763
C 8.99650 -0.08634 3.51825
C 9.97902 -0.38531 2.58272
N 9.45156 -1.27363 1.68818
C 8.16344 -1.44261 1.91832
C 10.28229 -2.10520 0.88208
H 5.35349 -1.25698 2.34180
H 4.88955 -1.61040 4.03449
H 5.97272 -2.75944 3.09705
H 7.07142 -1.18551 4.85338
H 6.36511 0.16389 3.90457
H 9.02053 0.47817 4.43866
H 11.02991 -0.17494 2.44943
H 7.44240 -1.92276 1.27338
H 9.76886 -2.91223 0.35940
H 11.02230 -2.69660 1.42128
H 10.83559 -1.37199 0.29525
C 0.53559 -5.01111 -9.30859
C -0.46634 -3.87482 -9.09503
N -0.05945 -2.96747 -8.08763
C 1.00510 -2.18679 -8.00211
C 1.12916 -1.53873 -6.82582
N 0.10911 -1.98766 -6.07742
C -0.59159 -2.94638 -6.83591
C -0.25702 -1.48480 -4.76944
H 0.16174 -5.60283 -10.14419
H 0.53410 -5.59314 -8.38700
H 1.44368 -4.53431 -9.67754
H -1.43901 -4.29893 -8.84574
H -0.49411 -3.21967 -9.96573
H 1.70209 -1.99039 -8.80339
H 1.81028 -0.75706 -6.52338
H -1.56278 -3.32916 -6.55899
H -1.09230 -2.10596 -4.44610
H -0.57671 -0.44304 -4.74441
H 0.51036 -1.43219 -3.99713
C -0.48712 0.20176 4.54844
C 0.75711 -0.51855 3.85074
N 0.64275 -0.59506 2.35689
C 1.54015 -0.96071 1.37719
C 1.00619 -1.23890 0.12188
N -0.31248 -0.79657 0.28098
C -0.48257 -0.39917 1.56874
C -1.28308 -0.61380 -0.75815
H -1.42583 -0.35125 4.58151
H -0.60696 1.19066 4.10592
H -0.28160 0.51273 5.57272
H 0.91768 -1.54832 4.16995
H 1.69973 -0.04415 4.12367
H 2.55149 -1.26331 1.60531
H 1.32121 -1.64971 -0.82596
H -1.37413 0.11034 1.90333
H -2.26747 -0.73446 -0.30592
H -1.16874 -1.33137 -1.57063
H -1.24060 0.44334 -1.02035
B 1.61983 3.82167 4.30487
F 1.94237 4.27734 3.04136
F 0.28375 3.51848 4.42766
F 2.43087 2.76372 4.67008
F 1.81949 4.81315 5.22391
B 2.42022 -5.11542 3.15144
F 1.74641 -5.72387 2.08521
F 3.73710 -5.33296 3.13101
F 2.14886 -3.78889 3.34403
F 1.81920 -5.76048 4.18798
B -4.31948 1.39324 0.99891
F -3.84490 0.91329 2.11924
F -3.56516 2.45934 0.59112
F -4.40630 0.45244 0.03877
F -5.62503 1.87426 1.46089
B 1.45036 1.54481 -2.20994
F 2.19766 1.54790 -1.08295
F 1.02250 0.26093 -2.31248
F 0.40682 2.47851 -2.31447
F 2.42640 1.83744 -3.04940
B 5.35503 -0.13794 -0.23434
F 5.70835 0.21973 -1.54738
F 4.04507 0.12413 -0.10612
F 5.42828 -1.49280 -0.03110
F 6.12245 0.49327 0.70039
B 3.84297 -0.91692 -3.63908
F 3.34471 -0.83905 -2.33940
F 2.79354 -1.15438 -4.49565
F 4.54053 0.28558 -3.89062
F 4.67357 -1.87557 -3.76416
B -1.51964 -3.87102 4.26870
F -1.90978 -5.05799 3.70970
F -2.21340 -3.75208 5.46030
F -0.18770 -4.13605 4.42127
F -1.60092 -2.78251 3.33249
*
```

Computed properties:
- Kohn-Sham gap (alpha / beta): 5.42 / 4.31 eV
- HOMO (alpha / beta): -0.2149 / -0.2148 hartree
- <S²>: 0.764
- DFT total energy: -4695.01733 Eh
- LUMO level (alpha / beta): -0.43 / -1.53 eV

Entry 3:
This record from the Open Molecules 2025 dataset describes a cluster of 2 separate species, C30H55Br2N3O4PS in total in a non-equilibrium geometry. The level of theory is ωB97M-V/def2-TZVPD.

```
! RIJCOSX wB97M-V def2-TZVPD def2/J DEFGRID3
* xyz 1 1
C 2.86412 -3.50697 2.10306
C 2.97635 -1.97996 1.97488
C 1.63207 -1.46841 1.44433
O 1.61818 -0.04189 1.57005
C 0.41097 0.62054 1.40952
C 0.67228 2.09619 1.90973
C 2.01773 2.28648 2.62635
C 2.20771 3.70991 3.24796
C 3.65993 4.14256 3.03777
C 1.21515 4.77155 2.77480
C -0.05083 0.73354 -0.06832
C 1.09971 0.67397 -1.06337
C 0.67021 1.25939 -2.42902
C 1.30430 2.60274 -2.65565
O 0.84672 3.64888 -2.22382
O 2.43411 2.61977 -3.40707
N -1.19320 -0.16299 -0.44780
C -0.89652 -1.62012 -0.61854
C -1.95903 -2.24885 -1.57408
C -2.54593 -3.56375 -0.98774
C -1.98374 -4.79980 -1.69960
N -0.65113 -5.16135 -1.26440
C 0.53583 -4.56682 -1.56702
C 1.53945 -5.22873 -0.99410
C 0.95465 -6.32478 -0.28538
C -0.36427 -6.23053 -0.48622
C -2.37857 0.01337 0.45205
Br -3.73199 1.02503 -0.49803
C -1.98677 0.65496 1.82176
P -3.40711 0.31335 2.96918
S -3.65353 1.70058 4.30941
N -0.71454 0.06550 2.19690
C -0.45351 0.01241 3.64165
C -0.78734 -1.34985 4.33282
C -1.57819 -1.10456 5.64060
Br 0.89503 -2.20012 4.90436
H 2.86855 -3.94086 1.10367
H 3.63337 -3.92865 2.74332
H 1.90260 -3.78505 2.53205
H 3.79382 -1.70660 1.31341
H 3.08726 -1.53928 2.96411
H 0.85244 -1.98570 1.99764
H 1.62271 -1.72883 0.38169
H 0.73157 2.78132 1.06215
H -0.14739 2.45458 2.52893
H 2.15901 1.56844 3.42989
H 2.81637 2.16303 1.89775
H 2.07900 3.61722 4.33000
H 3.94610 4.03673 1.99040
H 4.29353 3.44878 3.59383
H 3.85394 5.14474 3.41149
H 0.17804 4.51980 2.98721
H 1.29883 4.86203 1.68640
H 1.44672 5.74866 3.18920
H -0.44511 1.74477 -0.18172
H 1.55119 -0.30831 -1.13766
H 1.84095 1.35445 -0.64561
H 1.01470 0.61629 -3.23856
H -0.40315 1.42900 -2.51455
H 3.02214 3.30264 -3.05875
H -1.50949 0.16411 -1.36404
H 0.06944 -1.80804 -1.06905
H -0.92040 -2.13779 0.33164
H -2.75341 -1.54854 -1.83082
H -1.44351 -2.52156 -2.49226
H -2.38579 -3.65144 0.08575
H -3.61151 -3.55336 -1.21602
H -2.63918 -5.64282 -1.50245
H -1.94354 -4.63695 -2.77632
H 0.67919 -3.70161 -2.19707
H 2.58367 -4.99596 -1.08818
H 1.50104 -7.06859 0.26125
H -1.05662 -6.94608 -0.07140
H -2.80547 -0.95558 0.68895
H -1.97724 1.74107 1.65799
H -3.31988 -0.98490 3.50486
H -4.53779 0.32801 2.12873
H -0.96624 0.80126 4.19342
H 0.59829 0.17404 3.85289
H -1.35084 -2.00014 3.67061
H -1.44020 -0.09527 6.01848
H -1.20945 -1.77054 6.41403
H -2.63893 -1.32975 5.53250
C -2.08186 3.69528 -6.59419
C -0.60249 4.04077 -6.72251
C 0.05603 2.82315 -6.09408
O -0.81199 1.71159 -6.34282
C -2.07185 2.19180 -6.82963
H -2.72052 4.22936 -7.29530
H -2.42884 3.91507 -5.58113
H -0.32697 4.11302 -7.77660
H -0.32430 4.97310 -6.23394
H 0.15224 2.93857 -5.00948
H 1.04233 2.61555 -6.50969
H -2.13768 1.95622 -7.89623
H -2.88172 1.67654 -6.31118
*
```

Computed properties:
- Kohn-Sham gap: 8.44 eV
- HOMO: -0.4047 hartree
- DFT total energy: -7528.60472 Eh
- LUMO level: -2.57 eV

Entry 4:
This record from the Open Molecules 2025 dataset describes a cluster of 3 separate species, C30H55ClN5O4P in total. The level of theory is ωB97M-V/def2-TZVPD.

```
! RIJCOSX wB97M-V def2-TZVPD def2/J DEFGRID3
* xyz 0 1
C 2.92712 -1.72692 2.54905
C 3.41934 -0.72306 3.56048
O 4.32144 -0.98606 4.32247
N 2.69922 0.48474 3.61633
C 3.05607 1.26411 4.80305
C 2.91908 1.26246 2.36535
C 2.23485 2.62924 2.29616
C 0.85595 2.61468 1.61591
C -0.35436 2.61095 2.59187
C -1.21322 1.37303 2.54135
C -2.15543 1.07167 1.55722
P -2.81775 2.13946 0.19636
O -2.73547 3.62529 0.91348
Cl -1.19816 2.38790 -1.05316
C -2.82829 -0.18091 1.59644
O -3.72275 -0.42544 0.59662
C -3.63047 -1.67308 -0.08474
C -2.23064 -2.01851 -0.55889
C -1.65763 -0.95428 -1.49371
O -2.38272 -3.27291 -1.24620
C -2.62076 -1.09246 2.59380
C -1.72171 -0.79376 3.62401
N -1.54900 -1.69813 4.63267
C -0.71076 -1.37056 5.57098
C 0.00006 -0.14332 5.55715
N -0.14690 0.73317 4.60958
C -1.01843 0.43445 3.60799
H 2.47069 -1.28049 1.67269
H 2.20953 -2.38141 3.04261
H 3.77410 -2.33611 2.23882
H 3.07305 0.60708 5.66662
H 4.02578 1.75850 4.70066
H 2.28985 2.01734 4.96561
H 3.99365 1.36253 2.17302
H 2.51186 0.66596 1.55168
H 2.89838 3.27940 1.72402
H 2.14590 3.09501 3.27483
H 0.76350 3.48456 0.96962
H 0.79743 1.74574 0.96112
H -0.96109 3.49338 2.42474
H 0.04584 2.66803 3.59919
H -3.37603 3.63357 1.63857
H -4.26520 -1.56780 -0.96331
H -4.03818 -2.48665 0.51940
H -1.55439 -2.17693 0.28103
H -0.73365 -0.52366 -1.10831
H -2.36541 -0.14758 -1.68633
H -1.42274 -1.42918 -2.44499
H -1.85209 -3.93621 -0.79784
H -3.15670 -2.03082 2.62028
H -0.56649 -2.06558 6.39061
H 0.69832 0.08478 6.35511
C -0.89141 6.16196 -0.49000
C -0.87877 7.22646 -1.57490
N 0.34709 7.21190 -2.35386
C 0.52036 8.38319 -3.19226
C -0.48563 8.61775 -4.32579
C 0.68272 5.93270 -2.95762
C -0.35240 5.27730 -3.88072
H 0.00294 6.23548 0.13216
H -1.76663 6.28335 0.14866
H -0.93904 5.15894 -0.91074
H -0.95705 8.21462 -1.11302
H -1.78206 7.10494 -2.19478
H 1.52962 8.34804 -3.61179
H 0.50276 9.25542 -2.53110
H -0.34746 7.91724 -5.14860
H -0.35407 9.62354 -4.72960
H -1.51540 8.53638 -3.97604
H 0.90739 5.22916 -2.15138
H 1.62422 6.06295 -3.49725
H -1.34712 5.27325 -3.43274
H -0.07404 4.23704 -4.06083
H -0.41836 5.77039 -4.84973
C -0.26038 -7.92165 0.04178
C -0.54113 -7.74518 -1.44312
N 0.25436 -6.69195 -2.04892
C -0.21361 -6.29620 -3.36634
C -0.15758 -7.32524 -4.50126
C 1.69343 -6.82785 -1.89365
C 2.35212 -8.11765 -2.39863
H -0.35486 -6.97009 0.56737
H -0.97471 -8.62431 0.47211
H 0.73835 -8.31759 0.22794
H -1.59068 -7.46734 -1.57310
H -0.41782 -8.71887 -1.94366
H 0.34398 -5.40494 -3.66649
H -1.25113 -5.96785 -3.24969
H 0.86076 -7.50453 -4.84421
H -0.72686 -6.95512 -5.35582
H -0.59333 -8.28037 -4.20575
H 1.92962 -6.71947 -0.83204
H 2.15700 -5.96670 -2.38098
H 1.81465 -9.00489 -2.06092
H 3.36944 -8.18469 -2.00873
H 2.41613 -8.15474 -3.48499
*
```

Computed properties:
- Kohn-Sham gap: 7.35 eV
- HOMO: -0.2932 hartree
- DFT total energy: -2552.38625 Eh
- Relative energy (zero: lowest compared OMol25 entry of this formula, charge and spin): 0.0000 eV
- LUMO level: -0.63 eV